Computed, not measured: C5H8N2 in the gas phase, with ωB97M-V/def2-TZVPD.

Each line ends with the Mulliken charge.
Geometry (Å):
1 C -1.725 -0.157 -0.565  -0.81
2 N -0.609 -0.030 0.349  0.09
3 C -0.480 -0.576 1.545  0.13
4 N 0.661 -0.324 2.196  -0.52
5 C 1.417 0.524 1.441  -0.48
6 C 1.548 0.074 -0.976  -1.28
7 C 0.658 0.693 0.119  0.15
8 H -1.392 -0.624 -1.497  0.31
9 H -2.505 -0.782 -0.119  0.29
10 H -2.156 0.824 -0.796  0.29
11 H -1.275 -1.190 1.969  0.36
12 H 2.593 0.275 -0.721  0.38
13 H 1.433 -1.013 -1.026  0.36
14 H 1.331 0.512 -1.946  0.35
15 H 0.426 1.741 -0.114  0.38

Results
- DFT total energy (a.u.) = -304.72083
- energy above the lowest of the compared OMol25 structures with the same formula, charge and spin (kJ/mol) = 301.0